--- w ---
Here is C2H2OS2 in the gas phase from the OMol25 dataset. Energies are from ωB97M-V/def2-TZVPD.

Gap between HOMO and LUMO ... 7.44 eV
HOMO level ... -9.51 eV

ORCA input file:
```
! wB97M-V def2-TZVPD RIJCOSX def2/J DEFGRID3
* xyz 0 1
O 0.457 -0.934 1.174
C 0.285 -0.645 -0.140
S 0.160 -1.789 -1.297
C -0.168 0.715 -0.445
S -1.015 1.833 0.452
H 0.341 -0.110 1.692
H -0.060 0.931 -1.437
*
```

Results of the natural (NBO) charge analysis, in e, for atoms 1 through 2: -0.63 0.12

=====

--- x ---
Here is C2H2OS2 in the gas phase from the OMol25 dataset. Energies are from ωB97M-V/def2-TZVPD.

Gap between HOMO and LUMO ... 7.88 eV
HOMO level ... -9.34 eV

ORCA input file:
```
! wB97M-V def2-TZVPD RIJCOSX def2/J DEFGRID3
* xyz 0 1
O -1.375 1.334 -0.528
C -0.212 1.118 -0.388
C 0.326 -0.296 -0.079
S 1.884 -0.502 0.207
S -0.915 -1.483 0.121
H 0.550 1.905 -0.444
H -0.259 -2.076 1.111
*
```

Results of the natural (NBO) charge analysis, in e, for atoms 1 through 2: -0.47 0.38

=====

What should be chosen as the most stable of them? Choose x.

=====

--- w ---
Here is a gas-phase ion, C4H9N4 (charge +1) from the OMol25 dataset. Energies are from ωB97M-V/def2-TZVPD.

Gap between HOMO and LUMO (alpha / beta) ... 6.30 / 6.30 eV
HOMO level (alpha / beta) ... -12.40 / -12.41 eV

ORCA input file:
```
! wB97M-V def2-TZVPD RIJCOSX def2/J DEFGRID3
* xyz 1 1
C -2.761 -0.266 -0.404
C -2.346 -1.477 -0.232
C 1.622 -1.210 0.248
C 1.711 1.296 0.131
N -2.322 1.049 -0.258
N -1.026 1.080 0.027
N -0.332 0.030 0.104
N 0.954 0.091 -0.004
H -3.797 -0.071 -0.648
H -2.209 -2.542 -0.243
H 2.612 -1.343 -0.154
H 1.750 -1.422 1.306
H 1.007 -2.057 -0.063
H 2.444 1.346 -0.609
H 1.126 2.178 -0.013
H 2.217 1.303 1.007
H -0.650 2.014 -0.196
*
```

Results of the natural (NBO) charge analysis, in e, for atoms 1 through 2: -0.20 0.20

=====

--- x ---
Here is a gas-phase ion, C4H9N4 (charge +1) from the OMol25 dataset. Energies are from ωB97M-V/def2-TZVPD.

Gap between HOMO and LUMO ... 8.30 eV
HOMO level ... -13.25 eV

ORCA input file:
```
! wB97M-V def2-TZVPD RIJCOSX def2/J DEFGRID3
* xyz 1 1
C 2.325 0.761 0.260
N 1.569 -0.254 -0.426
N 0.193 -0.089 -0.234
C -0.334 1.229 -0.273
N -1.637 1.431 -0.134
C -2.387 0.400 0.029
N -1.941 -0.843 0.185
C -0.593 -1.232 -0.247
H 1.774 1.113 1.111
H 3.122 0.188 0.638
H 2.534 1.460 -0.468
H 1.860 -1.263 -0.193
H 0.339 2.001 -0.138
H -3.474 0.443 0.229
H -2.593 -1.615 0.355
H -0.518 -1.787 -1.157
H -0.238 -1.942 0.462
*
```

Results of the natural (NBO) charge analysis, in e, for atoms 1 through 2: -0.43 -0.39

=====

--- y ---
Here is a gas-phase ion, C4H9N4 (charge +1) from the OMol25 dataset. Energies are from ωB97M-V/def2-TZVPD.

Gap between HOMO and LUMO (alpha / beta) ... 6.44 / 7.24 eV
HOMO level (alpha / beta) ... -11.70 / -11.98 eV

ORCA input file:
```
! wB97M-V def2-TZVPD RIJCOSX def2/J DEFGRID3
* xyz 1 1
C 0.375 -0.865 -1.787
N 1.369 -0.462 -1.031
C 1.488 -0.384 0.327
N 2.773 -0.155 0.776
C 0.436 -0.288 1.249
N -0.773 0.161 1.075
N -1.792 -0.047 0.442
C -2.846 0.905 0.450
H -0.582 -1.110 -1.358
H 0.514 -0.892 -2.851
H 2.246 -0.269 -1.517
H 2.930 -0.216 1.768
H 3.545 -0.473 0.212
H 0.725 -0.301 2.296
H -3.255 0.949 -0.560
H -3.638 0.507 1.092
H -2.551 1.894 0.807
*
```

Results of the natural (NBO) charge analysis, in e, for atoms 1 through 2: -0.04 -0.43

=====

What should be chosen as the most stable of them? Choose x.

=====

--- w ---
Here is a gas-phase ion, C4H9N2O2 (charge +1) from the OMol25 dataset. Energies are from ωB97M-V/def2-TZVPD.

Gap between HOMO and LUMO ... 11.20 eV
HOMO level ... -14.41 eV

ORCA input file:
```
! wB97M-V def2-TZVPD RIJCOSX def2/J DEFGRID3
* xyz 1 1
C 0.365 -0.617 -1.349
C -0.263 1.656 1.297
C -0.837 0.460 0.483
C 0.178 -0.640 0.318
N -0.262 0.320 -1.934
N 1.118 -1.623 -1.693
O -1.034 1.020 -0.937
O -0.137 -1.896 0.750
H 0.844 1.952 1.116
H -0.695 2.670 1.159
H -0.236 1.427 2.282
H -1.675 -0.011 0.868
H -0.959 2.025 -0.886
H 1.138 -0.344 0.580
H 1.211 -2.442 -1.090
H 1.533 -1.721 -2.571
H -0.289 -2.236 1.606
*
```

Results of the natural (NBO) charge analysis, in e, for atoms 1 through 2: 0.43 -0.67

=====

--- x ---
Here is 2 unconnected molecules or ions with the total composition C4H9N2O2 from the OMol25 dataset. Energies are from ωB97M-V/def2-TZVPD.

Gap between HOMO and LUMO ... 9.99 eV
HOMO level ... -14.08 eV

ORCA input file:
```
! wB97M-V def2-TZVPD RIJCOSX def2/J DEFGRID3
* xyz 1 1
C 0.183 -0.843 -2.419
C 0.898 -0.365 1.763
C -0.124 -1.359 1.596
C -0.696 0.674 0.439
N 0.017 0.359 -2.643
N 0.214 -0.305 0.580
O 0.304 -1.954 -2.247
O -0.325 1.820 -0.473
H 0.668 0.327 2.538
H 2.002 -0.568 1.696
H 0.119 -2.310 1.222
H -1.016 -1.228 2.195
H -1.583 0.221 -0.149
H -1.010 1.178 1.433
H -0.253 1.080 -1.769
H 0.207 0.820 -3.538
H 0.393 2.452 -0.224
*
```

Results of the natural (NBO) charge analysis, in e, for atoms 1 through 2: 1.00 -0.24

=====

What should be chosen as the most stable of them? Choose x.

=====

--- w ---
Here is C6H10O4 in the gas phase from the OMol25 dataset. Energies are from ωB97M-V/def2-TZVPD.

Gap between HOMO and LUMO ... 9.19 eV
HOMO level ... -8.68 eV

ORCA input file:
```
! wB97M-V def2-TZVPD RIJCOSX def2/J DEFGRID3
* xyz 0 1
C -0.805 1.246 -1.586
O -0.455 -0.074 -1.198
C -0.175 -0.281 0.133
C 0.191 -1.676 0.467
O 0.673 -2.486 -0.287
O -0.954 0.408 1.042
C -2.178 -0.213 1.412
C 1.565 0.285 0.574
C 2.445 0.121 -0.599
O 1.743 0.699 1.663
H 0.062 1.756 -2.017
H -1.179 1.819 -0.735
H -1.585 1.152 -2.342
H 0.110 -1.873 1.556
H -2.752 -0.524 0.534
H -2.731 0.541 1.968
H -2.003 -1.081 2.055
H 1.863 -0.063 -1.500
H 3.088 0.992 -0.717
H 3.077 -0.750 -0.424
*
```

Results of the natural (NBO) charge analysis, in e, for atoms 1 through 2: -0.26 -0.53

=====

--- x ---
Here is a molecular structure, C6H10O4 from the OMol25 dataset. Energies are from ωB97M-V/def2-TZVPD.

Gap between HOMO and LUMO ... 8.14 eV
HOMO level ... -8.30 eV

ORCA input file:
```
! wB97M-V def2-TZVPD RIJCOSX def2/J DEFGRID3
* xyz 0 1
C -0.328 -0.440 -0.172
C -0.439 -1.476 0.921
C -1.756 1.239 1.378
C 2.341 0.192 -1.525
C -1.246 0.894 0.002
C 1.827 -0.239 -0.199
O 0.404 0.858 0.068
O -0.441 -0.857 -1.472
O -1.845 1.219 -1.028
O 2.293 -0.800 0.709
H -1.123 -0.257 -1.864
H -1.486 -1.748 1.056
H 0.140 -2.361 0.658
H -0.053 -1.087 1.860
H -0.995 1.091 2.139
H -2.055 2.287 1.378
H -2.625 0.625 1.613
H 2.115 -0.578 -2.262
H 1.851 1.108 -1.834
H 3.418 0.332 -1.426
*
```

Results of the natural (NBO) charge analysis, in e, for atoms 1 through 2: 0.34 -0.65

=====

What should be chosen as the most stable of them? Choose w.

=====

--- w ---
Here is C6H6O2S in the gas phase from the OMol25 dataset. Energies are from ωB97M-V/def2-TZVPD.

Gap between HOMO and LUMO ... 8.86 eV
HOMO level ... -8.85 eV

ORCA input file:
```
! wB97M-V def2-TZVPD RIJCOSX def2/J DEFGRID3
* xyz 0 1
C -2.141 2.425 0.165
C -1.237 1.647 0.325
C 1.344 -1.038 0.242
C 0.024 -0.463 0.174
C -0.048 0.844 0.546
C -0.926 -1.372 -0.518
O 2.312 -0.545 1.124
O 2.106 1.159 -0.835
S 2.724 -0.119 -0.476
H -2.857 3.154 0.146
H 1.333 -2.186 0.124
H 0.816 1.348 0.959
H -1.608 -1.808 0.223
H -0.363 -2.196 -0.967
H -1.481 -0.849 -1.233
*
```

Results of the natural (NBO) charge analysis, in e, for atoms 1 through 2: -0.20 -0.04

=====

--- x ---
Here is C6H6O2S in the gas phase from the OMol25 dataset. Energies are from ωB97M-V/def2-TZVPD.

Gap between HOMO and LUMO ... 8.69 eV
HOMO level ... -8.90 eV

ORCA input file:
```
! wB97M-V def2-TZVPD RIJCOSX def2/J DEFGRID3
* xyz 0 1
C 0.021 -2.137 -0.523
C -0.257 -1.124 0.530
C 0.261 -1.458 -1.732
C -0.252 0.067 -0.164
C -0.498 1.509 0.353
C 0.464 2.470 -0.187
O -1.190 4.447 0.136
O 0.053 -0.093 -1.514
S 0.147 4.053 -0.459
H 0.014 -3.275 -0.405
H -0.407 -1.231 1.580
H 0.519 -1.641 -2.740
H -0.654 1.473 1.510
H -1.490 1.975 0.284
H 1.287 1.958 -0.691
*
```

Results of the natural (NBO) charge analysis, in e, for atoms 1 through 2: -0.30 -0.31

=====

What should be chosen as the most stable of them? Choose x.

=====

--- w ---
Here is 2 unconnected molecules or ions with the total composition C2H4FN from the OMol25 dataset. Energies are from ωB97M-V/def2-TZVPD.

Gap between HOMO and LUMO ... 10.57 eV
HOMO level ... -10.15 eV

ORCA input file:
```
! wB97M-V def2-TZVPD RIJCOSX def2/J DEFGRID3
* xyz 0 1
C 0.612 -0.934 0.606
C -0.710 0.664 -0.559
N -0.184 -0.694 -0.307
F 1.394 -1.991 0.592
H 1.370 0.019 1.809
H -1.775 0.862 -0.505
H -0.693 0.742 -1.681
H -0.014 1.332 0.045
*
```

Results of the natural (NBO) charge analysis, in e, for atoms 1 through 2: 0.60 -0.45

=====

--- x ---
Here is 2 unconnected molecules or ions with the total composition C2H4FN from the OMol25 dataset. Energies are from ωB97M-V/def2-TZVPD.

Gap between HOMO and LUMO (alpha / beta) ... 10.70 / 7.91 eV
HOMO level (alpha / beta) ... -10.72 / -8.38 eV

ORCA input file:
```
! wB97M-V def2-TZVPD RIJCOSX def2/J DEFGRID3
* xyz 0 1
C -0.105 0.861 -0.297
C -1.372 0.664 -0.382
N 1.296 -1.494 1.005
F 2.555 -1.045 0.702
H 0.936 0.972 -0.423
H -2.022 1.414 -0.792
H -1.940 -0.237 0.065
H 0.652 -1.135 0.122
*
```

Results of the natural (NBO) charge analysis, in e, for atoms 1 through 2: -0.15 -0.49

=====

What should be chosen as the most stable of them? Choose w.